Record 1
The following is a DFT calculation (ωB97M-V with the def2-TZVPD basis set) of a structure of composition C32H44Cl2NPPd in a non-equilibrium geometry.

Values from the calculation:
highest occupied orbital energy (spin up / spin down)	-6.2 / -8.6	eV
orbital gap (spin up / spin down)	6.028 / 6.722	eV
lowest unoccupied orbital energy (spin up / spin down)	-0.00525 / -0.06769	Ha

Geometry as ORCA input:
```
! RIJCOSX wB97M-V def2-TZVPD def2/J DEFGRID3
* xyz 0 5
P 0.101 -0.961 -1.378
C 1.671 -0.352 -2.305
C 1.920 -0.735 -3.764
C 3.320 -0.291 -4.206
C 3.602 1.189 -3.926
C 3.229 1.624 -2.506
C 1.827 1.151 -2.096
C -1.286 -0.061 -2.291
C -1.172 0.085 -3.799
C -2.483 0.632 -4.378
C -2.921 1.939 -3.712
C -2.868 1.886 -2.180
C -1.551 1.302 -1.653
C -0.067 -2.640 -2.193
C 1.136 -3.506 -1.798
C 1.062 -4.907 -2.434
C -0.273 -5.610 -2.171
C -1.485 -4.722 -2.469
C -1.395 -3.318 -1.848
H 2.430 -0.863 -1.689
H 1.187 -0.264 -4.428
H 1.812 -1.816 -3.918
H 3.440 -0.500 -5.276
H 4.062 -0.903 -3.676
H 4.667 1.383 -4.092
H 3.053 1.803 -4.651
H 3.958 1.205 -1.799
H 3.284 2.716 -2.414
H 1.652 1.395 -1.041
H 1.086 1.695 -2.697
H -2.137 -0.717 -2.060
H -3.263 -0.127 -4.236
H -0.917 -0.863 -4.290
H -0.369 0.794 -4.036
H -2.366 0.773 -5.459
H -3.939 2.170 -4.039
H -2.286 2.757 -4.072
H -3.014 2.888 -1.764
H -3.698 1.263 -1.824
H -1.578 1.204 -0.560
H -0.738 1.996 -1.891
H -0.043 -2.482 -3.286
H 2.079 -3.029 -2.103
H 1.180 -3.597 -0.703
H 1.215 -4.812 -3.519
H 1.893 -5.513 -2.052
H -0.305 -5.924 -1.122
H -0.337 -6.517 -2.781
H -2.405 -5.206 -2.123
H -1.580 -4.608 -3.557
H -2.238 -2.720 -2.218
H -1.512 -3.364 -0.757
Pd -0.028 -0.061 2.616
Cl -1.423 -1.160 0.872
Cl 1.901 -0.039 1.225
C -0.891 1.561 3.350
H -1.520 1.383 4.241
C -0.679 2.903 2.936
C -1.280 4.002 3.644
C -1.257 5.259 3.074
C -0.627 5.482 1.835
C 0.042 4.431 1.183
C 0.038 3.154 1.738
H -1.772 3.786 4.597
H -1.753 6.085 3.591
H 0.549 4.603 0.234
H 0.546 2.302 1.271
H -0.661 6.479 1.386
N 0.539 -0.545 4.633
C 0.392 -0.500 5.792
C 0.236 -0.411 7.218
C -1.020 -0.182 7.805
C -1.121 0.029 9.179
C 0.031 0.026 9.973
C 1.280 -0.269 9.405
C 1.376 -0.482 8.029
H -1.907 -0.166 7.163
H -2.106 0.195 9.625
H -0.042 0.248 11.040
H 2.175 -0.333 10.022
H 2.338 -0.704 7.567
*
```

Atomic partial charges in e from the Mulliken method, atoms 1 to 6:
1. P 0.5260
2. C 0.2834
3. C -0.2152
4. C -0.9937
5. C -0.6291
6. C -0.9481

Record 2
The following is a DFT calculation (ωB97M-V with the def2-TZVPD basis set) of a structure of composition C32H44FeN5O4.

Values from the calculation:
energy above the lowest of the compared OMol25 structures with the same formula, charge and spin	42.73	kcal/mol
highest occupied orbital energy (spin up / spin down)	-2.7 / -4.4	eV
orbital gap (spin up / spin down)	5.331 / 7.019	eV
lowest unoccupied orbital energy (spin up / spin down)	0.09835 / 0.09753	Ha

Geometry as ORCA input:
```
! RIJCOSX wB97M-V def2-TZVPD def2/J DEFGRID3
* xyz -1 5
Fe -0.074 0.003 -0.261
C -4.915 3.160 4.373
C -4.090 2.658 3.212
C -4.572 2.707 1.917
C -3.830 2.261 0.793
C -4.402 2.490 -0.466
N -3.918 2.339 -1.762
C -2.609 2.804 -2.222
C -2.353 4.317 -2.119
C -1.955 4.781 -0.707
N -0.715 4.202 -0.245
C 0.490 4.669 -0.677
C 1.688 3.953 -0.686
C 2.912 4.634 -0.920
C 4.144 3.999 -0.887
C 5.420 4.765 -1.138
C 4.185 2.648 -0.590
C 3.003 1.891 -0.384
C 3.129 0.548 0.099
N 2.209 -0.342 0.198
C 2.500 -1.500 1.014
C 1.728 -1.454 2.356
C 1.268 -0.058 2.768
N 0.045 0.328 2.085
C -0.795 1.004 2.767
C -2.058 1.583 2.375
C -2.824 2.140 3.420
C -2.548 1.589 1.038
O -1.954 1.000 0.076
C 1.726 2.505 -0.481
O 0.633 1.848 -0.395
H -5.798 3.692 4.015
H -5.253 2.333 5.003
H -4.334 3.838 5.002
H -5.548 3.149 1.733
H -5.429 2.846 -0.439
H -4.632 2.574 -2.431
H -1.848 2.261 -1.674
H -2.541 2.518 -3.277
H -1.537 4.574 -2.802
H -3.247 4.867 -2.435
H -1.859 5.872 -0.703
H -2.734 4.511 0.000
H -0.716 3.200 -0.079
H 0.503 5.723 -0.943
H 2.864 5.704 -1.106
H 5.215 5.819 -1.328
H 6.094 4.700 -0.280
H 5.954 4.365 -2.004
H 5.147 2.148 -0.515
H 4.132 0.288 0.467
H 2.200 -2.404 0.477
H 3.578 -1.564 1.220
H 0.842 -2.082 2.288
H 2.369 -1.864 3.140
H 1.130 -0.036 3.858
H 2.044 0.677 2.528
H -0.555 1.187 3.827
H -2.408 2.131 4.424
N -0.360 0.144 -2.640
C -0.196 -1.176 -3.242
C 0.992 -1.854 -2.553
C 0.571 -3.171 -1.968
O 0.869 -4.221 -2.512
O -0.149 -3.174 -0.871
H -1.175 0.627 -2.995
H 0.452 0.726 -2.816
H -0.057 -1.154 -4.328
H -1.113 -1.726 -3.039
H 1.326 -1.204 -1.748
H 1.821 -2.036 -3.233
C -2.998 -1.849 -1.298
C -2.282 -2.407 -0.062
C -2.505 -3.927 0.004
C -2.901 -1.819 1.207
C -0.774 -2.051 -0.090
H -4.081 -1.989 -1.219
H -2.659 -2.368 -2.199
H -2.791 -0.782 -1.390
H -3.578 -4.140 0.044
H -2.040 -4.335 0.906
H -2.075 -4.442 -0.855
H -3.968 -2.057 1.248
H -2.784 -0.743 1.237
H -2.423 -2.242 2.096
H -0.417 -2.287 0.919
*
```

Atomic partial charges in e from the Mulliken method, atoms 1 to 6:
1. Fe 1.3608
2. C -1.7030
3. C 0.5501
4. C -1.3645
5. C 0.6467
6. C -1.2442